# 1
ORCA calculation (ωB97M-V/def2-TZVPD) on a molecular structure, C6H15N2O2 in a non-equilibrium geometry.

## Properties
- Strongest force on any atom: 4.86 eV/A
- Charge: +1
- Multiplicity: 1
- E: -497.256136 Eh
- Energy above the lowest of the compared OMol25 structures with the same formula, charge and spin: 108.1 kcal/mol

XYZ file:
```
25
C6H15N2O2 (ωB97M-V/def2-TZVPD)
O -2.5143 -0.1329 -1.3084
O 0.9796 -1.3984 0.1633
N -0.9735 -0.1741 0.3653
N 0.7727 1.1927 -0.6234
C 1.0149 0.2707 2.0206
C -1.6261 -1.3505 1.0989
C 0.4515 -0.2100 0.6749
C -1.1258 -0.1817 -1.0781
C -0.2823 1.0039 -1.5683
C 2.0715 0.8333 -1.1121
H 0.8895 -0.4760 2.9051
H 2.0399 0.4545 1.8941
H -1.0878 -2.1844 0.7772
H -2.8731 0.6667 -0.9354
H -1.6502 -1.0820 2.2549
H -1.0086 1.8449 -1.4349
H 0.1595 0.8336 -2.5455
H 2.0242 -0.0915 -1.7018
H -0.7445 -1.1852 -1.4574
H -2.6828 -1.6160 0.8200
H -1.3374 0.6937 0.6201
H 0.5563 1.2478 2.2767
H 1.9190 -1.3077 0.1252
H 2.7030 0.7298 -0.3245
H 2.3247 1.6187 -1.9066
```

---

# 2
ORCA calculation (ωB97M-V/def2-TZVPD) on a single C6H15N2O4P molecule in a non-equilibrium geometry.

## Properties
- Strongest force on any atom: 5.67 eV/A
- Multiplicity: 1
- E: -989.265555 Eh
- Energy above the lowest of the compared OMol25 structures with the same formula, charge and spin: 77.5 kcal/mol
- SMILES string: C=NP(=NC(OC)OC)(OC)OC

XYZ file:
```
28
C6H15N2O4P (ωB97M-V/def2-TZVPD)
P 1.5636 0.0405 -0.2182
O -1.6009 1.1812 -0.1224
O 2.2867 -1.3830 -0.1546
O 1.3383 0.2814 -1.7655
O -0.7946 -0.9609 0.1437
N 2.9153 1.0405 -0.0826
N 0.1754 0.6111 1.3602
C 2.9673 1.8616 0.8837
C -1.4359 2.5436 0.1810
C -1.9368 -1.7572 -0.2661
C 2.5205 -1.8602 1.1943
C -0.9927 0.2998 0.8588
C 0.0947 0.0894 -2.4827
H -0.8879 0.5016 -1.9450
H -0.3380 2.8450 0.1543
H 0.0224 -1.0559 -2.6583
H -1.3838 -2.5631 -0.8685
H -2.4951 -2.2035 0.6115
H -2.5577 -1.0863 -1.0509
H -1.7675 2.9714 -0.7863
H 0.3315 0.5348 -3.4501
H 3.8939 2.5429 1.0076
H 2.0890 -1.0527 1.8951
H 2.0715 -2.7967 1.3073
H -2.0626 2.7189 1.0612
H 3.6113 -1.9578 1.2237
H -1.8048 0.1359 1.6061
H 2.2440 2.0401 1.5311
```

---

# 3
ORCA calculation (ωB97M-V/def2-TZVPD) on a single C6H15N2P molecule in a non-equilibrium geometry.

## Properties
- Strongest force on any atom: 6.75 eV/A
- Multiplicity: 1
- E: -688.305139 Eh
- Energy above the lowest of the compared OMol25 structures with the same formula, charge and spin: 69.5 kcal/mol

XYZ file:
```
24
C6H15N2P (ωB97M-V/def2-TZVPD)
P -2.2712 1.2080 -0.3415
N 0.7784 1.5637 -0.0590
N -2.2794 -0.4297 -0.2777
C 1.1124 0.3769 -0.7377
C 0.2832 -0.8186 -0.1906
C 2.6615 0.0475 -0.5805
C -2.7745 -0.9789 0.9093
C -1.0365 -1.0006 -1.0361
C 1.2817 1.6903 1.2295
H 2.7971 -0.6945 -1.3726
H 2.1079 2.3914 1.1267
H 0.8797 -1.6995 -0.0549
H -1.6568 1.2465 -1.6488
H -1.2496 -2.1255 -1.0824
H 1.6161 0.7049 1.6099
H 0.9132 0.4279 -1.8208
H -2.0790 -0.9934 1.7773
H 2.9417 -0.5081 0.3914
H 0.5171 2.1429 1.8205
H 3.2534 0.8803 -0.6923
H -0.0068 -0.4242 0.8368
H -3.6561 -0.5425 1.3195
H -0.9906 -0.4815 -1.9104
H -3.1429 -1.9833 0.7843
```

---

# 4
ORCA calculation (ωB97M-V/def2-TZVPD) on 2 unconnected molecules or ions with the total composition C6H15N3O in a non-equilibrium geometry.

## Properties
- Strongest force on any atom: 3.38 eV/A
- Multiplicity: 1
- E: -477.078256 Eh
- Energy above the lowest of the compared OMol25 structures with the same formula, charge and spin: 39.4 kcal/mol
- SMILES string: [H]/N=C/C(N)=O.CC(C)(C)N

XYZ file:
```
25
C6H15N3O (ωB97M-V/def2-TZVPD)
O -3.1866 0.0747 0.2358
N -2.0778 -1.0123 1.8919
N -0.4105 1.0820 2.1475
N 1.6653 0.0443 0.5717
C 1.1029 -0.2621 -0.6721
C 2.1504 -0.2013 -1.7699
C -2.2981 0.0397 1.0645
C -1.3769 1.2057 1.3107
C -0.1683 0.9837 -1.2231
C 0.3872 -1.5990 -0.6326
H -1.2166 1.1321 -0.9831
H -0.0703 -1.8182 -1.6004
H -2.6660 -1.8255 1.8093
H 2.6446 0.7704 -1.7883
H 2.2150 0.8961 0.5483
H -0.3070 0.5821 -2.2271
H 0.4013 1.9128 -1.2659
H -1.7120 2.1439 0.8683
H 0.0480 1.9628 2.3742
H 0.9595 0.1242 1.3323
H 1.6921 -0.3678 -2.7422
H -1.4004 -0.9062 2.6306
H 1.1005 -2.3867 -0.4119
H 2.9083 -0.9675 -1.6037
H -0.3845 -1.6080 0.1354
```

---

# 5
ORCA calculation (ωB97M-V/def2-TZVPD) on 3 unconnected molecules or ions with the total composition C6H15N3O in a non-equilibrium geometry.

## Properties
- Strongest force on any atom: 1.26 eV/A
- Multiplicity: 1
- E: -476.914365 Eh
- Energy above the lowest of the compared OMol25 structures with the same formula, charge and spin: 142.2 kcal/mol

XYZ file:
```
25
C6H15N3O (ωB97M-V/def2-TZVPD)
O 1.7898 0.8430 -1.4785
N -0.4145 -0.8096 0.8183
N 1.7391 -2.0333 0.7238
N -0.8380 1.3563 -1.6365
C -1.0036 1.6477 -0.3628
C -0.5163 -0.9226 2.0832
C 1.6629 0.9808 -0.0741
C -2.3249 1.4842 0.3000
C 0.3415 -1.7942 -1.2080
C 0.5826 -1.5037 0.1006
H -0.2844 2.3058 0.1031
H 1.0349 -2.4099 -1.7638
H -1.5814 0.8973 -2.1461
H 2.0238 -1.5487 1.5626
H 1.5389 -0.0899 -1.6784
H 0.1292 1.0872 -1.9215
H 1.6772 -3.0289 0.9001
H -0.6083 -1.5487 -1.6570
H -2.2154 1.3788 1.3766
H -2.9439 2.3715 0.1255
H 0.1891 -1.4643 2.7172
H -1.3156 -0.3988 2.6006
H 1.6831 2.0454 0.1667
H 2.5188 0.5353 0.4376
H -2.8646 0.6194 -0.0891
```

---

# 6
ORCA calculation (ωB97M-V/def2-TZVPD) on 3 unconnected molecules or ions with the total composition C6H15N3O in a non-equilibrium geometry.

## Properties
- Strongest force on any atom: 3.98 eV/A
- Multiplicity: 1
- E: -476.961380 Eh
- Energy above the lowest of the compared OMol25 structures with the same formula, charge and spin: 112.7 kcal/mol

XYZ file:
```
25
C6H15N3O (ωB97M-V/def2-TZVPD)
O 0.2353 -0.4842 1.8677
N 0.6123 0.3809 -1.6294
N 0.3406 -1.3907 -0.1591
N -0.3575 1.9067 0.5184
C -0.2340 -0.5091 -0.9438
C -0.8425 0.8421 0.8636
C 2.0480 0.1249 -1.6777
C -2.1149 0.4602 1.5062
C 1.5647 -0.1671 2.1076
C -1.6168 -0.6499 -1.5489
H -2.2762 -1.2211 -0.8992
H -2.2824 -0.6087 1.4150
H -2.0148 0.6788 2.5708
H -2.0678 0.3263 -1.7267
H -0.3127 -2.0470 0.2529
H -1.5541 -1.1712 -2.5102
H -2.9404 1.0284 1.0756
H 0.2312 0.6950 -2.5085
H 2.4282 -0.0097 -0.6685
H 2.5400 0.9927 -2.1169
H 2.2980 -0.7750 -2.2471
H 1.7681 -0.2102 3.1866
H 1.8467 0.8431 1.7617
H 0.4637 1.8489 -0.1053
H 2.2374 -0.8841 1.6151
```

---

# 7
ORCA calculation (ωB97M-V/def2-TZVPD) on a gas-phase ion, C6H15N4 (charge +1) in a non-equilibrium geometry.

## Properties
- Strongest force on any atom: 4.25 eV/A
- Charge: +1
- Multiplicity: 1
- E: -456.258097 Eh
- Energy above the lowest of the compared OMol25 structures with the same formula, charge and spin: 86.6 kcal/mol
- SMILES string: [NH2+]=NCC[C@@H]1CCNCN1

XYZ file:
```
25
C6H15N4 (ωB97M-V/def2-TZVPD)
N 2.2339 0.1662 -0.7798
N -0.6406 1.0128 0.8184
N -2.5076 0.8295 -0.7447
N 3.1551 0.9858 -0.5512
C -0.7422 -0.9584 -0.5621
C -0.3412 -0.3915 0.8176
C -2.1474 1.2633 0.5655
C 2.1468 -0.9350 0.0530
C -2.2010 -0.6620 -0.9071
C 1.1454 -0.4648 1.1796
H 1.6113 -1.7327 -0.5776
H 3.2947 1.6722 -1.2578
H -2.3762 2.3536 0.7591
H -3.0667 -1.1857 -0.4336
H -0.0773 1.3878 0.0214
H -2.4136 -0.7936 -1.9491
H 3.9156 0.8717 0.0985
H -0.0679 -0.5291 -1.3348
H -0.9116 -1.0132 1.4336
H -2.6297 0.6073 1.3564
H 1.3457 -1.1347 2.1357
H -0.7138 -2.0380 -0.4864
H 3.0302 -1.2680 0.4451
H 1.4465 0.5622 1.5151
H -2.4886 1.3943 -1.6149
```

---

# 8
ORCA calculation (ωB97M-V/def2-TZVPD) on a gas-phase ion, C6H15N4 (charge +1) in a non-equilibrium geometry.

## Properties
- Strongest force on any atom: 4.90 eV/A
- Charge: +1
- Multiplicity: 1
- E: -456.340300 Eh
- Energy above the lowest of the compared OMol25 structures with the same formula, charge and spin: 35.0 kcal/mol
- SMILES string: CC[C@@]1(N)N=C[C@](C)(N)[NH2+]1

XYZ file:
```
25
C6H15N4 (ωB97M-V/def2-TZVPD)
N -0.2081 -0.1839 -0.8500
N 1.1629 -2.1950 -0.3737
N 0.4269 -0.6450 1.3239
N -2.5483 -1.0039 -0.2961
C -1.5151 -0.1266 0.0872
C 1.8378 1.4910 0.3131
C 0.8648 -0.8393 -0.0390
C -0.7851 -0.3151 1.4097
C -1.8179 1.4177 -0.0175
C 2.1880 0.0208 -0.1990
H 1.1004 1.5267 1.1617
H -0.3405 -0.6288 -1.7506
H -1.1739 -0.1970 2.3151
H -2.4875 1.7069 0.7874
H 2.8026 -0.5413 0.3904
H 2.6691 2.0123 0.7104
H -0.9373 2.0734 0.0522
H -3.4964 -0.6831 -0.3461
H 1.6002 2.2327 -0.6134
H 2.4724 -0.1680 -1.2742
H -2.4572 -1.9158 -0.6045
H 0.8323 -2.7584 0.3905
H 0.2538 0.7195 -0.9479
H 1.9985 -2.5105 -0.8188
H -2.4425 1.5108 -0.8108
```

---

# 9
ORCA calculation (ωB97M-V/def2-TZVPD) on a molecular structure, C6H15NNa7O6P in a non-equilibrium geometry.

## Properties
- Strongest force on any atom: 2.99 eV/A
- Charge: +4
- Multiplicity: 1
- E: -2220.090152 Eh
- Energy above the lowest of the compared OMol25 structures with the same formula, charge and spin: 0.0 kcal/mol

XYZ file:
```
36
C6H15NNa7O6P (ωB97M-V/def2-TZVPD)
P 1.7985 2.4701 -14.8488
Na 2.4783 4.8767 -11.9918
Na -1.8133 3.4746 -13.8357
Na 2.1000 5.9070 -16.7364
Na 0.7837 0.4325 -18.4498
Na 5.0725 2.0441 -16.7616
Na -0.0142 -0.5501 -14.3847
Na -2.0476 4.2576 -17.8101
O 2.1998 1.1160 -15.5335
O 1.1203 2.1678 -13.4988
O 0.7545 3.2210 -15.7430
O 0.5033 -2.5952 -11.9313
O -2.8626 2.5149 -11.0724
O 2.9919 3.5396 -14.7730
N -1.3483 -0.0473 -11.2730
C -2.7964 0.2018 -11.4045
C -3.2995 1.3021 -10.4399
C 0.3852 -3.8644 -12.5621
C -0.7947 -1.0431 -10.3642
C -2.3489 3.5790 -10.2929
C -0.6650 -2.3804 -11.1476
H -0.8358 -3.0947 -10.3421
H -0.4184 -3.8247 -13.2974
H 0.4755 -4.8150 -12.0365
H 0.1553 -0.5664 -10.1227
H -2.9577 1.1441 -9.4170
H -3.0439 4.3992 -10.4729
H 1.3174 -3.8465 -13.1266
H -1.3917 3.8837 -10.7159
H -3.1807 -0.7224 -10.9728
H -1.3794 -1.1295 -9.4484
H -1.5099 -2.5603 -11.8123
H -3.0329 0.1975 -12.4685
H -4.3808 1.3321 -10.3057
H -2.2199 3.5166 -9.2123
H -0.6683 0.5998 -11.6457
```

---

# 10
ORCA calculation (ωB97M-V/def2-TZVPD) on 2 unconnected molecules or ions with the total composition C6H15NO in a non-equilibrium geometry.

## Properties
- Strongest force on any atom: 2.23 eV/A
- Multiplicity: 1
- E: -367.585058 Eh
- Energy above the lowest of the compared OMol25 structures with the same formula, charge and spin: 29.0 kcal/mol
- SMILES string: CC(C)(N)C=O.CC

XYZ file:
```
23
C6H15NO (ωB97M-V/def2-TZVPD)
O 0.0566 -2.2199 -0.5956
N -0.8740 -0.5998 1.5391
C 0.7350 -1.2882 -0.1691
C 0.5640 -0.6782 1.2280
C 1.2803 -1.5915 2.2221
C -1.1809 1.6723 -3.1396
C 1.1470 0.7341 1.2697
C -1.4459 1.0046 -1.8115
H -1.0139 -0.5002 2.5428
H 2.3557 -1.6283 2.0119
H -1.3077 -1.4900 1.2759
H 1.1518 -1.2445 3.2532
H -2.0177 2.3171 -3.4204
H -0.5077 0.6347 -1.3995
H -1.0400 0.9223 -3.9236
H -0.2748 2.2837 -3.0847
H 1.0727 1.1693 2.2729
H 2.2047 0.7345 0.9820
H 0.9050 -2.6199 2.1615
H -1.8780 1.7092 -1.0952
H 0.6288 1.4061 0.5757
H -2.1303 0.1588 -1.9251
H 1.5694 -0.8861 -0.7705
```

---

# 11
ORCA calculation (ωB97M-V/def2-TZVPD) on a molecular structure, C6H15NO in a non-equilibrium geometry.

## Properties
- Strongest force on any atom: 5.25 eV/A
- Multiplicity: 1
- E: -367.454288 Eh
- Energy above the lowest of the compared OMol25 structures with the same formula, charge and spin: 111.1 kcal/mol

XYZ file:
```
23
C6H15NO (ωB97M-V/def2-TZVPD)
O -0.7165 -0.0419 -2.8745
N 0.3601 -0.7284 -1.1212
C -0.5212 0.2559 -0.8679
C 0.8062 -0.9062 0.7652
C 2.0777 -0.1225 0.9556
C -0.1916 -0.7709 1.8914
C -1.9690 0.0238 -0.5220
C -0.0120 1.6499 -0.6420
H 2.7020 -0.1610 0.0651
H 0.2656 -1.1458 2.8152
H 1.8839 0.9183 1.2154
H -1.0888 -1.3656 1.7270
H -2.5614 0.5009 -1.3011
H -0.4657 0.2688 2.0769
H 0.0834 0.2612 -3.3209
H 2.6489 -0.5581 1.7837
H -0.1404 -1.5880 -1.3325
H 1.0325 1.7358 -0.9287
H -2.2149 -1.0370 -0.5165
H -2.2391 0.4818 0.4295
H -0.6070 2.3220 -1.2611
H -0.1490 1.9631 0.3949
H 1.0163 -1.9562 0.5686
```

---

# 12
ORCA calculation (ωB97M-V/def2-TZVPD) on a molecular structure, C6H15NO in a non-equilibrium geometry.

## Properties
- Strongest force on any atom: 4.30 eV/A
- Multiplicity: 1
- E: -367.401360 Eh
- Energy above the lowest of the compared OMol25 structures with the same formula, charge and spin: 144.3 kcal/mol

XYZ file:
```
23
C6H15NO (ωB97M-V/def2-TZVPD)
O 2.7602 1.4652 -1.4255
N -1.6956 -4.3707 0.7364
C -0.2845 -1.1222 0.5292
C 0.7719 1.6998 0.0089
C 1.3594 1.6900 -1.4071
C -2.1018 -3.3416 0.1449
C -0.7070 2.0854 -0.0303
C 1.0079 0.3633 0.7170
H -1.2078 -0.6522 0.8841
H 2.0571 0.0721 0.6486
H 1.1166 2.6352 -1.9123
H -1.1300 2.0868 0.9735
H 0.9236 0.8681 -1.9781
H -0.8409 3.0818 -0.4528
H -1.3495 -2.5661 -0.1443
H 3.1910 2.1896 -0.9591
H -3.1427 -3.1079 -0.1087
H -1.2696 1.3809 -0.6423
H 0.1311 -1.8362 1.2486
H 0.6749 -0.6266 -0.2522
H -2.4469 -4.9864 1.0533
H 1.3084 2.4725 0.5786
H 0.8743 0.5194 1.7895
```